## i
Below is 4 unconnected molecules or ions with the total composition C4H14O3, with properties calculated with ωB97M-V/def2-TZVPD.

Cartesian coordinates (Å):
C 1.95 -0.68 0.97
C 1.23 0.31 0.44
C -0.12 0.10 -0.21
C -1.22 -0.77 0.43
H 2.99 -0.47 1.21
H 1.60 -1.70 1.13
H 1.64 1.31 0.45
H -0.55 1.10 -0.31
H 0.12 -0.31 -1.19
H -1.10 -1.79 0.07
H -1.18 -0.80 1.52
H -2.19 -0.38 0.14
O 0.42 3.47 -0.91
H -0.11 3.24 -1.68
H 1.31 3.34 -1.29
O 0.56 -3.41 1.55
H 0.64 -3.32 2.51
H -0.27 -3.87 1.44
O -2.18 1.63 -2.36
H -1.72 2.24 -1.78
H -1.82 0.77 -2.12

As for the SMILES: C=CCC.O.O.O. The charge is 0. The value obtained for the HOMO energy is -9.36 eV.

Results of the natural (NBO) charge analysis, in e, for atoms 1 through 2: -0.414 -0.177

## ii
Below is 4 unconnected molecules or ions with the total composition C4H14O3, with properties calculated with ωB97M-V/def2-TZVPD.

Cartesian coordinates (Å):
C -1.62 -1.04 -1.42
C -1.13 -0.85 -0.20
C -0.03 0.19 -0.02
C -0.53 1.21 1.03
H -2.43 -1.73 -1.63
H -1.25 -0.53 -2.30
H -1.33 -1.52 0.62
H 0.83 -0.36 0.36
H 0.17 0.73 -0.94
H -1.56 1.49 0.87
H -0.49 0.77 2.03
H 0.23 2.00 1.11
O 2.33 -2.70 -0.11
H 3.21 -2.31 -0.21
H 1.99 -2.80 -1.00
O -3.45 2.34 0.08
H -2.64 2.76 -0.21
H -3.33 1.40 0.18
O 3.51 -0.01 0.44
H 4.01 0.66 -0.05
H 3.51 0.27 1.37

As for the SMILES: C=CCC.O.O.O. The charge is 0. The value obtained for the HOMO energy is -9.59 eV.

Results of the natural (NBO) charge analysis, in e, for atoms 1 through 2: -0.414 -0.174

## iii
Below is 4 unconnected molecules or ions with the total composition C4H14O3, with properties calculated with ωB97M-V/def2-TZVPD.

Cartesian coordinates (Å):
C 1.90 2.35 -2.07
C 0.61 2.31 -1.60
C -0.17 1.17 -0.80
C -0.24 -0.17 -1.51
H 2.17 2.79 -3.08
H 2.69 1.68 -1.63
H 0.03 3.21 -1.97
H -1.21 1.35 -0.45
H 0.41 0.99 0.17
H -0.56 0.11 -2.57
H -1.07 -0.71 -1.01
H 0.76 -0.59 -1.56
O -0.52 0.67 2.73
H -0.64 1.31 3.40
H 0.40 0.83 2.55
O 0.31 -4.33 1.74
H -0.52 -3.72 1.70
H 0.29 -5.00 2.43
O -1.72 -1.77 1.09
H -1.14 -1.54 1.85
H -1.80 -0.92 0.61

As for the SMILES: C=CCC.O.O.O. The charge is 0. The value obtained for the HOMO energy is -9.33 eV.

Results of the natural (NBO) charge analysis, in e, for atoms 1 through 2: -0.428 -0.174

Stability check: which of them is most stable? ii.

## i
Below is 4 unconnected molecules or ions with the total composition C4H14O3, with properties calculated with ωB97M-V/def2-TZVPD.

Cartesian coordinates (Å):
C -1.33 1.81 -1.21
C -1.18 0.41 -1.76
C -1.46 -0.69 -1.05
C -1.10 -2.11 -1.40
H -1.83 2.45 -1.95
H -1.81 2.05 -0.22
H -0.43 2.35 -1.15
H -0.93 0.38 -2.78
H -1.76 -0.63 0.00
H -1.39 -2.89 -0.56
H -1.54 -2.49 -2.30
H -0.02 -2.03 -1.62
O -0.22 0.27 1.45
H -0.35 -0.22 2.21
H -0.11 -0.51 0.83
O 2.03 1.60 2.08
H 1.87 2.04 2.86
H 1.17 1.14 1.83
O 2.20 -1.36 0.75
H 2.86 -1.60 0.03
H 2.65 -0.61 1.08

As for the SMILES: C/C=C/C.O.O.O. The charge is 0. The value obtained for the HOMO energy is -9.09 eV.

Results of the natural (NBO) charge analysis, in e, for atoms 1 through 2: -0.651 -0.180

## ii
Below is 4 unconnected molecules or ions with the total composition C4H14O3, with properties calculated with ωB97M-V/def2-TZVPD.

Cartesian coordinates (Å):
C 1.04 -1.14 2.67
C 0.82 -1.33 1.20
C 1.42 -0.57 0.29
C 1.65 -0.90 -1.14
H 0.18 -1.56 3.22
H 1.90 -1.76 3.06
H 1.22 -0.12 3.02
H 0.32 -2.28 0.96
H 1.84 0.38 0.63
H 0.81 -1.53 -1.45
H 1.50 -0.02 -1.77
H 2.53 -1.51 -1.37
O 0.13 2.00 0.80
H -0.81 1.84 0.62
H 0.19 1.67 1.71
O -2.34 -0.23 -0.47
H -2.80 -1.04 -0.67
H -1.67 -0.53 0.17
O -1.66 1.51 -2.95
H -1.40 2.43 -2.89
H -2.27 1.41 -2.20

As for the SMILES: C/C=C/C.O.O.O. The charge is 0. The value obtained for the HOMO energy is -9.13 eV.

Results of the natural (NBO) charge analysis, in e, for atoms 1 through 2: -0.642 -0.254

## iii
Below is 3 unconnected molecules or ions with the total composition C4H14O3, with properties calculated with ωB97M-V/def2-TZVPD.

Cartesian coordinates (Å):
C 1.07 1.95 -1.40
C 0.39 0.71 -0.86
C -1.19 1.00 -0.58
C -1.86 -0.28 0.32
O -3.26 -0.38 0.31
H 0.93 2.93 -0.95
H 2.19 1.76 -1.24
H 0.50 2.28 -2.46
H 1.00 0.48 0.19
H 0.56 -0.23 -1.50
H -1.82 1.10 -1.47
H -1.35 1.86 0.02
H -1.51 -1.29 -0.15
H -1.58 -0.09 1.42
H -3.52 -0.64 -0.61
O 0.65 -1.66 1.61
H 1.24 -1.20 1.09
H 1.31 -1.98 2.33
O 3.23 -0.95 0.41
H 3.02 -0.05 0.21
H 3.64 -1.32 -0.48

As for the SMILES: CCCCO.O.O. The charge is 0. The value obtained for the HOMO energy is -9.48 eV.

Results of the natural (NBO) charge analysis, in e, for atoms 1 through 2: -0.629 -0.398

## iv
Below is 4 unconnected molecules or ions with the total composition C4H14O3, with properties calculated with ωB97M-V/def2-TZVPD.

Cartesian coordinates (Å):
C 0.33 -3.50 0.33
C 0.93 -2.12 0.54
C 0.27 -0.99 0.26
C 0.94 0.39 0.42
H 0.44 -3.94 1.25
H 0.39 -4.30 -0.45
H -0.75 -3.38 0.10
H 1.96 -2.22 0.84
H -0.73 -0.99 -0.21
H 0.31 1.22 0.20
H 1.08 0.64 1.57
H 1.85 0.37 -0.16
O -1.26 2.28 -1.57
H -1.00 1.84 -2.42
H -1.96 1.67 -1.23
O -2.25 1.09 1.19
H -2.48 0.87 2.07
H -2.10 0.25 0.74
O 1.67 3.37 -1.25
H 0.76 3.21 -1.46
H 1.62 4.24 -0.76

As for the SMILES: C/C=C/C.O.O.O. The charge is 0. The value obtained for the HOMO energy is -9.15 eV.

Results of the natural (NBO) charge analysis, in e, for atoms 1 through 2: -0.666 -0.179

Stability check: which of them is most stable? ii.

## i
Below is C5H5ClOS in the gas phase, with properties calculated with ωB97M-V/def2-TZVPD.

Cartesian coordinates (Å):
C -1.95 0.29 0.83
C -0.62 0.17 0.85
Cl 0.10 0.01 2.40
C 0.28 0.12 -0.27
S 1.96 0.07 -0.17
C -0.40 0.03 -1.66
C -0.07 -1.20 -2.48
O -1.40 0.75 -1.91
H -2.50 0.60 -0.14
H -2.46 0.18 1.80
H -0.80 -1.00 -3.36
H 0.98 -1.36 -2.91
H -0.39 -2.06 -1.85

As for the SMILES: C=C(Cl)C(=S)C(C)=O. The charge is 0. The value obtained for the HOMO energy is -9.18 eV.

Results of the natural (NBO) charge analysis, in e, for atoms 1 through 2: -0.293 -0.165

## ii
Below is C5H5ClOS in the gas phase, with properties calculated with ωB97M-V/def2-TZVPD.

Cartesian coordinates (Å):
C 1.51 -0.61 -0.25
C 0.35 -1.44 -0.44
C -1.52 1.32 0.05
C 1.90 0.43 0.50
C -2.05 0.02 0.02
O -2.11 2.36 -0.26
S -1.12 -1.41 0.20
Cl -3.76 -0.35 0.15
H 2.23 -0.94 -1.01
H 0.67 -2.47 -0.83
H -0.47 1.37 0.32
H 2.88 0.79 0.18
H 1.49 0.92 1.38

The charge is 0. The value obtained for the HOMO energy (spin up / spin down) is -8.60 / -8.38 eV.

Results of the natural (NBO) charge analysis, in e, for atoms 1 through 2: -0.249 -0.495

Stability check: which of them is most stable? i.

## i
Below is a molecular structure, C5H13N2S, with properties calculated with ωB97M-V/def2-TZVPD.

Cartesian coordinates (Å):
C 2.12 -0.50 0.24
C -0.64 0.19 -1.61
C -2.29 0.01 0.30
C 0.11 0.02 0.79
C -0.90 -0.41 -0.23
N 2.33 -1.77 0.15
N 0.36 1.43 0.86
S 2.99 0.84 0.02
H -0.81 1.27 -1.64
H -1.33 -0.25 -2.33
H 0.37 -0.01 -1.94
H -3.06 -0.32 -0.39
H -2.37 1.10 0.39
H -2.49 -0.43 1.27
H 0.06 -0.46 1.76
H -0.88 -1.49 -0.31
H 1.60 -2.46 0.32
H 3.24 -2.15 -0.10
H 1.48 1.58 0.49
H 0.30 1.84 1.79
H -0.22 1.95 0.19

The charge is +1. The value obtained for the HOMO energy is -13.43 eV.

Results of the natural (NBO) charge analysis, in e, for atoms 1 through 2: 0.078 -0.617

## ii
Below is 2 unconnected molecules or ions with the total composition C5H13N2S, with properties calculated with ωB97M-V/def2-TZVPD.

Cartesian coordinates (Å):
C 0.63 2.92 -1.37
C 0.89 1.80 -0.85
C 1.16 -0.74 1.99
C 0.70 -1.33 0.62
C -0.31 -0.54 -0.10
N -1.49 -0.10 0.40
N -0.49 -1.02 -1.49
S -3.00 -0.84 0.20
H 1.31 3.76 -1.37
H -0.39 3.25 -1.87
H 1.63 1.29 -0.35
H 1.66 -1.56 2.55
H 1.95 -0.02 1.91
H 0.24 -0.25 2.54
H 0.18 -2.18 0.85
H 1.61 -1.57 -0.02
H -1.29 0.21 1.36
H -0.66 -2.03 -1.73
H -1.24 -0.53 -1.96
H 0.48 -0.78 -1.84
H -3.59 0.27 0.55

The charge is +1. The value obtained for the HOMO energy (spin up / spin down) is -11.49 / -11.82 eV.

Results of the natural (NBO) charge analysis, in e, for atoms 1 through 2: -0.482 -0.147

Stability check: which of them is most stable? i.

## i
Below is 2 unconnected molecules or ions with the total composition C3H3FN2O, with properties calculated with ωB97M-V/def2-TZVPD.

Cartesian coordinates (Å):
C 1.07 -0.82 1.00
C 0.14 -0.06 1.71
C -0.09 0.20 -0.38
N 0.90 -0.62 -0.29
N -0.75 1.00 -2.22
O -0.58 0.62 0.76
F -2.09 0.66 -2.15
H 1.77 -1.42 1.54
H -0.16 0.04 2.78
H -0.21 0.40 -2.75

The charge is 0. The value obtained for the HOMO energy (spin up / spin down) is -9.66 / -9.66 eV.

Results of the natural (NBO) charge analysis, in e, for atoms 1 through 2: -0.094 0.019

## ii
Below is 2 unconnected molecules or ions with the total composition C3H3FN2O, with properties calculated with ωB97M-V/def2-TZVPD.

Cartesian coordinates (Å):
C 1.13 -0.31 0.01
C 0.77 0.93 0.04
C -1.24 -0.31 -0.01
H 1.32 1.89 -0.39
H -1.34 1.72 -0.03
H -0.04 -2.17 0.66
N -0.63 0.90 0.01
N -0.03 -1.08 -0.29
O -2.33 -0.80 0.00
F 2.40 -0.76 0.00

The charge is 0. The value obtained for the HOMO energy is -8.78 eV.

Results of the natural (NBO) charge analysis, in e, for atoms 1 through 2: 0.474 -0.170

Stability check: which of them is most stable? ii.

## i
Below is C14H18N2O3 in the gas phase, with properties calculated with ωB97M-V/def2-TZVPD.

Cartesian coordinates (Å):
C -2.01 -5.88 -0.89
O -1.30 -5.19 0.11
C -1.12 -3.85 -0.04
C -0.40 -3.21 0.97
C -0.16 -1.86 0.89
C -0.61 -1.09 -0.19
C -0.16 0.34 -0.20
O 0.49 0.84 -1.10
N -0.50 0.99 0.95
N -0.26 2.31 1.27
C 0.87 2.84 1.12
C 1.07 4.29 1.48
C 2.43 4.64 0.88
C 3.22 3.34 1.00
C 2.18 2.27 0.66
C -1.36 -1.72 -1.19
O -1.96 -1.16 -2.26
C -1.97 0.23 -2.46
C -1.60 -3.10 -1.10
H -2.01 -6.93 -0.57
H -1.51 -5.81 -1.86
H -3.04 -5.53 -0.98
H -0.03 -3.79 1.80
H 0.42 -1.37 1.66
H -1.23 0.59 1.52
H 0.25 4.91 1.11
H 1.09 4.38 2.57
H 2.91 5.47 1.40
H 2.31 4.91 -0.17
H 4.08 3.31 0.33
H 3.57 3.20 2.02
H 2.37 1.30 1.13
H 2.12 2.08 -0.42
H -2.66 0.40 -3.29
H -0.99 0.62 -2.72
H -2.34 0.76 -1.57
H -2.18 -3.53 -1.89

As for the SMILES: COc1ccc(C(=O)NN=C2CCCC2)c(OC)c1. The charge is 0. The value obtained for the HOMO energy is -8.39 eV.

Results of the natural (NBO) charge analysis, in e, for atoms 1 through 2: -0.253 -0.487

## ii
Below is C14H18N2O3 in the gas phase, with properties calculated with ωB97M-V/def2-TZVPD.

Cartesian coordinates (Å):
N -0.61 1.99 -1.57
C 0.35 0.93 -1.13
C 1.03 1.32 0.21
C 2.31 0.56 0.43
C 3.53 1.02 -0.03
C 4.71 0.26 0.13
C 4.62 -1.01 0.62
C 3.42 -1.52 1.08
C 2.25 -0.74 1.05
C -0.32 -0.52 -1.05
O 0.24 -1.47 -1.50
N -1.50 -0.63 -0.38
C -2.00 -1.98 -0.37
C -3.31 -1.89 0.38
C -3.85 -0.49 0.04
C -2.51 0.30 -0.06
C -2.21 1.05 1.24
O -2.50 0.68 2.36
O -1.70 2.27 0.98
H -0.10 2.89 -1.48
H -0.71 1.95 -2.58
H 1.20 0.76 -1.92
H 1.26 2.43 0.20
H 0.28 1.16 1.00
H 3.50 1.99 -0.40
H 5.69 0.74 -0.19
H 5.51 -1.69 0.61
H 3.47 -2.38 1.72
H 1.24 -1.10 1.25
H -2.19 -2.31 -1.42
H -1.31 -2.72 0.08
H -3.06 -1.93 1.44
H -3.96 -2.77 0.12
H -4.34 -0.40 -0.93
H -4.43 -0.11 0.91
H -2.53 1.03 -0.89
H -1.49 2.34 0.06

As for the SMILES: N[C@@H](Cc1ccccc1)C(=O)N1CCC[C@H]1C(=O)O. The charge is 0. The value obtained for the HOMO energy is -9.11 eV.

Results of the natural (NBO) charge analysis, in e, for atoms 1 through 2: -0.874 -0.123

Stability check: which of them is most stable? ii.